(1)
C11H44N22O11 | ωB97M-V/def2-TZVPD

Each line ends with the Mulliken charge.
CARTESIAN COORDINATES (ANGSTROEM)
C 0.4305 0.2195 0.4693  0.1324
O 0.8031 -0.1951 1.5261  -0.6028
N 0.4482 1.4172 0.0014  0.0387
N -0.0738 -0.5951 -0.4735  1.2669
H 0.6354 2.2177 0.5881  0.0946
H -0.1098 1.6221 -0.8151  -0.0898
H -0.1242 -1.5577 -0.1719  -0.3064
H -0.4388 -0.3351 -1.3786  -0.0796
C 2.5048 3.0950 4.4637  0.5094
O 2.3440 4.2834 4.1988  -0.8171
N 2.4109 2.1888 3.5599  -0.0978
N 2.7609 2.5415 5.6050  -0.3584
H 2.4446 1.1940 3.7312  0.1361
H 2.5050 2.4905 2.6007  0.0844
H 3.0667 3.1572 6.3449  0.2219
H 2.9709 1.5635 5.7448  0.3177
C 1.2369 -3.8228 1.4808  0.4265
O 1.0932 -2.9327 0.6583  -0.5588
N 0.6259 -4.0583 2.6196  -0.3863
N 2.2312 -4.7451 1.3878  -0.3961
H 0.3152 -3.2405 3.1243  0.2983
H 1.1390 -4.7612 3.1323  0.1830
H 2.5782 -4.9221 0.4560  0.2233
H 2.5937 -5.2174 2.2037  0.1546
C 0.8627 5.1088 1.4156  0.6746
O 0.3382 4.0763 1.8110  -0.7765
N 1.7797 5.6818 2.0796  -0.5227
N 0.5098 5.7013 0.3706  -0.2309
H 2.2344 5.1695 2.8218  0.4107
H 2.3742 6.0009 1.3281  0.2013
H -0.2455 5.3516 -0.2015  0.0888
H 1.0676 6.4587 0.0027  0.1452
C -1.8444 1.5343 -3.2256  0.0321
O -1.7223 0.5410 -2.4884  -0.4899
N -0.8153 1.8794 -4.0188  -0.3315
N -2.9555 2.1938 -3.4173  -0.2479
H 0.0116 1.3146 -3.8870  0.1978
H -0.8725 2.5013 -4.8126  0.2024
H -2.9419 3.1001 -3.8629  0.1831
H -3.8020 1.9448 -2.9258  0.2746
C -1.0865 -4.9538 -1.7805  0.5319
O -2.2368 -5.3799 -2.0119  -0.7323
N -0.9765 -3.9763 -0.9478  0.1825
N 0.0344 -5.1277 -2.4459  -0.3656
H -1.9359 -3.9069 -0.6397  0.0537
H -0.1998 -3.7858 -0.3311  -0.0704
H 0.9009 -4.6980 -2.1550  0.1692
H -0.0377 -5.5096 -3.3781  0.2491
C -3.5174 -1.1374 1.3618  0.5123
O -4.6766 -0.9098 1.2987  -0.6787
N -2.6924 -0.4187 2.0988  -0.2285
N -2.8975 -2.1364 0.8409  -0.2990
H -2.9892 0.2016 2.8386  0.2133
H -1.7100 -0.6389 2.0180  0.0661
H -3.5502 -2.6476 0.2640  0.2055
H -2.0233 -1.8281 0.4400  0.0438
C -2.9082 -2.2361 -4.6794  0.3992
O -3.2248 -3.2428 -5.2352  -0.6474
N -3.0415 -2.0458 -3.3650  -0.2000
N -2.2588 -1.1968 -5.2450  -0.2996
H -3.4534 -2.7858 -2.8147  0.1884
H -2.4766 -1.3419 -2.9118  0.1597
H -2.1188 -1.2076 -6.2452  0.2374
H -2.5419 -0.2670 -4.9704  0.1886
C -2.8427 4.9452 -0.7733  0.7350
O -2.2644 5.9302 -0.3244  -0.7133
N -3.8519 4.9220 -1.6020  -0.3867
N -2.5634 3.7582 -0.3549  -0.2057
H -4.0974 5.7890 -2.0581  0.2303
H -4.4407 4.1131 -1.7405  0.1743
H -1.8326 3.6907 0.3390  0.0992
H -3.1440 2.9670 -0.5934  0.1240
C 3.2693 -1.2336 4.7328  0.6429
O 3.4093 -0.1919 5.2935  -0.7117
N 3.8997 -2.2971 5.1044  -0.3798
N 2.5128 -1.4592 3.6489  -0.1241
H 3.6407 -3.1750 4.6775  0.1413
H 4.5281 -2.2303 5.8922  0.2492
H 2.0331 -0.6275 3.3356  0.0467
H 2.8751 -2.0385 2.9051  0.1439
C 2.3313 -1.0527 -2.9507  0.4760
O 1.1595 -0.7019 -3.1776  -0.6058
N 2.7104 -1.2278 -1.7241  -0.2389
N 3.1767 -1.4244 -3.8550  -0.3955
H 2.0135 -1.0134 -1.0251  -0.0201
H 3.7001 -1.1143 -1.5578  0.2452
H 3.0478 -1.4904 -4.8546  0.2522
H 3.9779 -1.8257 -3.3889  0.1368

As for the HOMO energy: -8.82 eV. Its SMILES is NC(N)=O.NC(N)=O.NC(N)=O.NC(N)=O.NC(N)=O.NC(N)=O.NC(N)=O.NC(N)=O.NC(N)=O.NC(N)=O.NC(N)=O. For the energy above the lowest of the compared OMol25 structures with the same formula, charge and spin, the calculation gives 580.8 kJ/mol. The calculation puts the total energy at -2478.10510 a.u. The calculation puts the LUMO energy at -0.4 eV. For the gap between HOMO and LUMO, the calculation gives 8.45 eV. Its total charge is 0.

(2)
C11H45FeN22O12 | ωB97M-V/def2-TZVPD

Each line ends with the Mulliken charge.
CARTESIAN COORDINATES (ANGSTROEM)
Fe 29.4899 16.3327 -12.2278  2.5635
O 29.9810 15.7269 -10.3870  -0.8500
H 30.0633 15.8075 -9.4168  -0.4301
C 29.2952 13.1622 -16.3478  0.7404
O 30.0341 14.1095 -16.4798  -0.7174
N 28.7692 12.4652 -17.3455  -0.4368
N 29.0634 12.5707 -15.2579  -0.3254
H 28.2712 11.6220 -17.0984  0.1661
H 28.8784 12.9981 -18.1965  0.2829
H 28.2793 11.9360 -15.3066  0.2477
H 29.3151 13.2695 -14.5736  -0.0755
C 34.3798 16.1230 -5.9464  0.5697
O 34.9532 17.1991 -5.5427  -0.7316
N 33.1099 16.0282 -6.2509  -0.2546
N 35.0177 15.0552 -6.2394  -0.3410
H 32.7086 16.9413 -6.0915  0.1708
H 32.5657 15.1872 -6.3800  0.1325
H 34.6558 14.1886 -6.6110  0.1777
H 35.9931 15.2524 -6.0669  0.2377
C 27.4354 18.6864 -11.4023  0.4556
O 28.4161 18.0338 -11.6313  -0.7424
N 26.2551 18.1695 -11.1489  -0.3236
N 27.2594 20.0292 -11.4389  -0.4787
H 26.2781 17.1712 -11.3004  0.1155
H 25.4278 18.6765 -10.8685  0.1908
H 28.1594 20.4867 -11.4108  0.2709
H 26.3863 20.5362 -11.4119  0.1450
C 27.0465 14.3348 -12.5848  0.3340
O 27.5849 15.3542 -12.4303  -0.3421
N 27.5628 13.2608 -12.1593  0.0522
N 26.2467 14.0292 -13.5767  -0.4365
H 28.4151 13.1341 -11.6324  0.1729
H 26.9604 12.4602 -12.2872  0.2111
H 25.8757 14.6844 -14.2498  0.2292
H 25.6746 13.1998 -13.5067  0.1334
C 28.5210 17.0422 -15.1121  0.5133
O 29.3146 16.7948 -14.2539  -0.6728
N 27.9744 18.1943 -15.3482  -0.3196
N 28.3716 16.2708 -16.1406  -0.2538
H 27.3904 18.1096 -16.1678  0.1250
H 28.3781 19.1160 -15.2611  0.2520
H 28.9358 15.4430 -16.2685  0.1408
H 27.6276 16.4912 -16.7872  0.1608
C 27.0382 16.0641 -8.2727  0.0073
O 25.9206 15.9257 -7.7406  -0.7883
N 27.4811 15.2017 -9.0931  1.8546
N 27.8826 16.9976 -7.8751  -0.1857
H 28.4075 15.3138 -9.4795  -1.1929
H 26.6682 14.7199 -9.4498  0.3909
H 27.6000 17.7494 -7.2626  0.2408
H 28.7347 17.0135 -8.4172  0.0471
C 31.2572 13.3227 -5.0830  0.4583
O 31.4104 13.1730 -3.8815  -0.6748
N 30.5526 14.3781 -5.6295  -0.2312
N 31.7566 12.5044 -5.9644  -0.2244
H 30.1602 15.1156 -5.0618  0.1931
H 30.0944 14.2445 -6.5196  0.2124
H 32.2712 11.6979 -5.6405  0.2162
H 31.7020 12.8221 -6.9215  0.1373
C 29.8648 12.4153 -9.1127  0.3589
O 29.7131 13.1913 -8.1505  -0.3057
N 29.9122 11.0779 -9.1545  -0.4144
N 29.8298 12.8349 -10.3344  -0.1383
H 29.7513 10.6944 -8.2341  0.3002
H 30.0685 10.4890 -9.9601  0.1541
H 29.9460 13.8343 -10.2463  -0.6444
H 30.3167 12.3137 -11.0495  0.3255
C 31.4581 14.0876 -13.0721  0.3683
O 30.4342 14.7127 -13.1404  -0.1737
N 31.7034 12.8843 -13.4874  -0.3157
N 32.2305 14.3326 -12.0956  -0.2528
H 31.0320 12.3796 -14.0482  0.1641
H 32.5649 12.4435 -13.1980  0.1460
H 33.0626 13.7608 -12.1240  0.1840
H 31.7361 14.5995 -11.2564  -0.0603
C 26.1634 12.1715 -7.1603  0.5888
O 25.4862 11.1502 -6.9802  -0.7813
N 26.5927 12.4445 -8.2749  0.0244
N 26.3556 13.0568 -6.2586  -0.3786
H 26.3101 11.9203 -9.0907  0.1370
H 27.3196 13.1367 -8.3870  -0.2394
H 25.5897 12.8952 -5.6204  0.2605
H 26.6060 13.9649 -6.6230  0.1891
C 32.2581 17.7534 -11.8064  0.6004
O 31.1924 17.4783 -12.3662  -0.5620
N 33.3224 18.1013 -12.4283  -0.4024
N 32.5289 17.5370 -10.5304  -0.3110
H 33.3205 18.3203 -13.4142  0.2457
H 34.1123 18.3499 -11.8500  0.1375
H 31.9080 17.0747 -9.8816  0.0674
H 33.2093 18.1747 -10.1424  0.2081

As for the multiplicity: 5. As for the HOMO energy (spin up / spin down): -10.53 / -10.17 eV. For the energy above the lowest of the compared OMol25 structures with the same formula, charge and spin, the calculation gives 502.6 kJ/mol. The calculation puts the total energy at -3817.39428 a.u. The calculation puts the LUMO energy (spin up / spin down) at -2.7 / -2.7 eV. For the gap between HOMO and LUMO (spin up / spin down), the calculation gives 7.88 / 7.52 eV. Its total charge is +1. Its expectation value of S² is 6.01.

(3)
C11H4Cl4NO3 | ωB97M-V/def2-TZVPD

Each line ends with the Mulliken charge.
CARTESIAN COORDINATES (ANGSTROEM)
Cl -0.9222 -0.4395 -3.2763  -0.1470
C 0.5075 0.0197 -2.4565  0.1853
C 1.4433 -0.9008 -2.0992  0.4692
Cl 1.2336 -2.5600 -2.4382  -0.1767
C 2.7023 -0.5160 -1.4000  0.1491
O 3.6053 -1.3197 -1.1889  -0.6330
C 2.7887 0.9099 -0.9711  0.4230
Cl 4.1475 1.3410 -0.0361  -0.1658
C 1.8525 1.8311 -1.3291  0.3198
Cl 1.9789 3.4617 -0.8462  -0.1685
C 0.6685 1.4715 -2.1607  0.2765
O -0.1287 2.3133 -2.5649  -0.6331
O 0.4249 0.0408 0.8876  -0.6046
C -0.6913 -0.2356 1.3871  0.3306
C -1.8652 -0.6050 0.5990  0.0679
C -3.0770 -0.8990 1.2051  -0.3467
N -3.2598 -0.8694 2.5390  -0.7226
C -2.2157 -0.5358 3.3226  -0.1819
C -0.9602 -0.2239 2.8246  -0.4585
H -1.7577 -0.6363 -0.4825  0.1021
H -3.9412 -1.1716 0.5858  0.2946
H -2.3898 -0.5160 4.4066  0.2973
H -0.1440 0.0397 3.4922  0.3229

As for the HOMO energy: -3.76 eV. For the energy above the lowest of the compared OMol25 structures with the same formula, charge and spin, the calculation gives 45.2 kJ/mol. The calculation puts the total energy at -2542.86057 a.u. The calculation puts the LUMO energy at 0.6 eV. For the gap between HOMO and LUMO, the calculation gives 4.35 eV. Its total charge is -1.